This record from the OMol25 dataset describes C15H9CoN3O9 as an isolated structure. The level of theory is wB97M-V/def2-TZVPD.

Its expectation value of S² is 0.757. Its net charge is -2. The multiplicity is 2. The HOMO energy (alpha / beta) comes out at -1.0 / -1.0 eV. The energy relative to the best compared isomer or geometry (same formula, charge and spin) comes out at 32.78 kJ/mol. For the total energy, the calculation gives -76225.687 eV. As for the gap between HOMO and LUMO (alpha / beta): 5.37 / 5.43 eV.

Atoms and positions in Å:
Co1 1.06507 0.36638 0.17265
O1 5.21526 0.69439 4.53318
C1 4.39076 0.66111 3.64052
C2 4.68696 0.71732 2.16018
O2 5.79819 0.80308 1.65574
C3 3.38359 0.63461 1.50764
C4 2.35175 0.48761 2.47860
O3 1.14766 0.34067 2.08940
C5 2.89995 0.51124 3.82809
O4 2.32286 0.42353 4.90402
O5 3.08245 0.63402 0.27290
O6 1.02683 0.22107 -1.70017
N1 0.27827 -0.66831 -2.18018
N2 -0.28063 -1.39466 -1.29144
O7 -0.04966 -1.24594 -0.00746
C6 -1.17839 -2.41217 -1.70395
C7 -1.42861 -2.66669 -3.04928
C8 -2.30795 -3.67672 -3.39964
C9 -2.94264 -4.43705 -2.42426
C10 -2.68616 -4.16855 -1.08932
C11 -1.80656 -3.15835 -0.72236
H1 -0.93349 -2.06359 -3.79596
H2 -2.50301 -3.87267 -4.44740
H3 -3.63027 -5.22623 -2.70420
H4 -3.17791 -4.74976 -0.31862
H5 -1.59241 -2.92300 0.30989
O8 1.14706 3.60601 1.17571
C12 0.10733 3.26041 0.64770
C13 -1.09066 4.21092 0.48985
C14 -2.12226 3.37012 -0.24335
C15 -1.42396 2.01428 -0.41892
O9 -1.96484 1.07148 -0.98670
N3 -0.17895 2.03371 0.11841
H6 -0.76356 5.09275 -0.06270
H7 -1.40634 4.53827 1.48107
H8 -2.38608 3.75525 -1.22977
H9 -3.04967 3.21547 0.31012